# 1
The following is a DFT calculation (ωB97M-V/def2-TZVPD) of a cluster of 11 separate species, C59H134N16O11 in total in a non-equilibrium geometry.

- M: 1243.8 g mol⁻¹
- Strongest force on any atom: 3.66 eV Å⁻¹
- Energy relative to the best compared isomer or geometry (same formula, charge and spin): 4.4 kcal per mole
- LUMO energy: 0.168 eV
- HOMO: -7.8 eV
- SMILES: CC1(C)CCCC(C)(C)N1O.CC1(C)CCCC(C)(C)N1O.CC1(C)CCCC(C)(C)N1O.CC1(C)CCCC(C)(C)N1O.CC1(C)CCCC(C)(C)N1O.CC1(C)CCCC(C)(C)N1O.NC(N)=O.NC(N)=O.NC(N)=O.NC(N)=O.NC(N)=O

```
! wB97M-V def2-TZVPD RIJCOSX def2/J DEFGRID3
* xyz 0 1
H -7.77 -32.91 -5.75
C -13.48 -36.30 -7.91
H -12.00 -30.11 -3.39
C -12.08 -20.76 -4.36
O -12.77 -26.97 -5.76
O -10.93 -21.54 -7.08
N -11.29 -25.66 2.99
H -20.17 -24.63 3.03
H -10.86 -25.22 -5.01
O -15.29 -28.84 -9.64
H -15.01 -23.38 2.38
H -11.68 -34.13 -10.56
H -8.76 -27.14 -8.90
H -15.39 -36.78 -9.62
H -16.44 -26.56 2.27
H -7.85 -30.21 -8.60
H -11.11 -20.27 -4.55
H -16.10 -24.07 3.52
O -8.05 -28.25 -1.76
H -7.26 -28.81 -4.80
H -13.69 -37.34 -7.98
N -8.70 -27.92 -8.27
C -16.34 -34.88 -10.06
C -16.02 -33.41 -9.79
C -15.18 -31.64 -8.19
H -10.45 -32.71 -6.92
C -11.18 -27.61 -2.48
N -11.76 -20.69 -0.10
H -15.78 -37.00 -6.94
H -13.35 -24.35 -5.87
H -10.10 -22.11 1.89
H -14.09 -21.84 -8.53
H -12.52 -23.91 -0.34
C -10.94 -28.24 2.59
O -7.50 -30.51 -6.24
O -18.27 -25.62 0.63
H -12.16 -25.03 -2.52
H -11.91 -17.29 0.39
H -12.68 -35.96 -8.61
C -7.71 -28.95 -2.72
H -11.42 -27.50 5.26
C -10.45 -22.64 0.95
H -11.46 -23.02 -1.61
N -13.24 -28.36 -8.95
H -7.05 -30.76 -3.11
H -10.28 -22.16 -6.64
H -13.95 -29.21 -6.36
H -11.84 -21.68 -3.96
C -13.51 -29.65 -5.50
H -15.61 -26.20 0.67
H -19.94 -22.36 0.15
C -10.75 -33.31 -8.90
C -9.76 -28.01 -7.39
N -12.10 -22.09 -6.46
H -12.94 -18.42 -0.59
H -12.69 -20.16 -3.67
C -10.54 -26.50 0.84
H -11.10 -18.35 -0.86
H -12.77 -33.84 -9.19
H -12.88 -23.21 1.84
H -14.37 -31.53 -8.92
C -12.00 -26.62 5.17
C -14.58 -28.29 -8.84
C -20.19 -24.07 2.12
H -14.08 -19.96 -7.11
H -10.07 -20.11 2.12
C -12.90 -22.16 1.42
N -11.83 -33.80 -9.62
H -12.43 -21.59 -9.06
H -18.36 -22.89 3.74
C -13.16 -22.35 -8.69
N -7.81 -31.20 -8.44
H -13.39 -22.99 -9.59
H -16.61 -21.54 3.27
H -12.81 -26.19 1.86
H -10.50 -28.82 1.73
H -10.40 -28.36 -2.78
H -7.34 -27.38 -3.96
H -12.31 -26.24 6.22
H -10.67 -28.62 3.55
C -7.72 -31.42 -7.09
H -15.61 -23.24 -5.74
H -12.50 -30.11 -5.68
H -13.73 -21.25 3.08
H -13.59 -19.02 -5.70
C -11.32 -25.42 4.46
C -16.94 -33.15 -7.44
H -13.77 -19.68 1.34
H -16.85 -33.12 -6.32
O -10.79 -27.38 -7.70
H -13.86 -22.43 -4.29
H -12.15 -25.01 -8.36
O -12.63 -25.52 2.50
O -10.70 -20.59 -1.07
H -17.48 -32.28 -7.77
H -13.14 -25.21 -3.95
H -16.86 -35.88 -7.61
H -14.46 -24.37 -7.50
H -14.66 -27.34 -7.00
N -7.81 -30.30 -2.66
C -16.13 -24.01 0.07
C -15.90 -35.94 -7.17
H -15.03 -31.38 -7.15
O -9.66 -33.13 -9.35
H -8.88 -29.48 -6.34
H -10.98 -23.68 -8.60
H -12.56 -28.05 -8.30
C -12.20 -22.95 -0.78
N -14.53 -34.00 -8.04
C -14.78 -22.67 -6.15
C -10.54 -26.08 -4.38
C -12.67 -23.10 -7.46
H -12.45 -24.31 5.83
H -12.93 -26.89 4.68
H -12.49 -19.25 -6.96
H -15.92 -30.89 -8.55
H -9.45 -27.44 4.85
H -12.86 -23.90 4.17
H -9.68 -22.68 0.15
C -10.47 -26.77 2.33
H -11.97 -29.09 -1.12
C -13.84 -23.74 -6.72
H -20.88 -23.28 2.34
H -8.61 -25.63 2.46
C -18.87 -23.55 1.66
C -12.32 -28.42 -1.96
H -16.57 -23.05 -0.19
H -16.62 -21.74 1.54
O -13.97 -33.86 -6.73
H -15.87 -35.26 -6.27
H -17.58 -34.01 -7.58
H -15.00 -27.35 -4.97
H -18.27 -22.05 0.05
H -14.86 -21.13 -4.78
H -9.80 -27.15 0.37
H -7.99 -26.49 4.83
H -16.10 -27.92 -7.77
H -13.59 -29.95 -2.68
H -12.01 -21.46 3.14
C -13.35 -28.62 -4.34
C -12.81 -29.35 -3.07
H -9.85 -26.77 -4.88
N -7.83 -32.72 -6.71
H -18.90 -23.57 -0.50
C -12.69 -25.74 -3.14
H -16.43 -24.73 -0.66
H -9.99 -25.58 -3.59
C -11.91 -18.31 -0.15
N -9.71 -28.86 -6.34
H -7.85 -30.68 -1.70
C -11.64 -19.54 0.78
C -16.08 -23.53 2.55
H -12.79 -19.05 2.65
H -12.06 -27.01 -6.37
C -15.72 -33.09 -8.32
N -15.13 -27.51 -7.90
H -16.57 -34.99 -11.08
H -11.16 -20.72 -1.91
H -13.10 -27.84 -1.58
C -14.74 -27.97 -4.09
H -11.09 -24.48 -7.04
N -12.27 -27.71 -4.68
H -17.39 -34.99 -9.59
H -9.86 -25.29 6.02
H -18.82 -21.58 2.49
H -13.04 -36.14 -6.92
C -9.03 -26.52 4.44
C -13.28 -19.78 -6.40
H -9.54 -19.19 0.69
H -11.33 -23.33 4.79
H -15.55 -28.70 -4.10
C -15.24 -35.74 -9.58
H -9.29 -24.40 4.62
H -18.28 -26.54 0.89
H -13.08 -22.52 -1.26
H -11.46 -26.74 0.30
C -14.13 -21.83 -5.13
C -14.76 -35.47 -8.17
C -11.75 -22.05 0.37
H -10.77 -26.97 -1.72
N -7.29 -28.38 -3.87
C -12.03 -24.16 4.77
H -14.15 -30.38 -5.07
N -17.94 -24.71 1.64
H -14.66 -33.37 -6.18
H -15.21 -33.04 -10.44
C -11.63 -24.18 -7.92
H -13.60 -26.01 -2.58
H -8.25 -33.40 -7.36
H -16.92 -32.84 -9.95
H -10.27 -25.44 0.60
H -12.90 -29.14 -9.57
H -14.83 -25.85 2.13
C -12.81 -21.17 2.50
H -15.05 -23.97 0.05
H -14.39 -35.57 -10.29
C -12.77 -19.77 1.88
C -11.71 -26.76 -3.68
H -14.82 -27.31 -3.20
C -18.32 -22.49 2.70
C -9.85 -25.30 4.91
H -8.49 -31.75 -9.03
H -10.42 -28.85 -5.62
H -20.69 -24.67 1.32
N -11.10 -33.04 -7.66
H -13.83 -22.09 0.90
H -10.75 -23.64 1.25
C -16.83 -22.23 2.49
C -10.32 -19.27 1.46
C -9.04 -26.58 2.89
H -12.05 -33.24 -7.39
H -15.20 -22.16 -7.05
C -19.00 -22.83 0.30
H -10.36 -18.39 2.10
H -12.03 -28.37 2.44
C -15.80 -25.86 1.68
C -12.85 -21.08 -5.66
H -8.36 -27.39 2.54
H -7.79 -27.98 -7.83
C -16.48 -24.50 1.48
*
```

Atomic partial charges in e from the Löwdin method, atoms 1 to 99: 0.091, -0.027, 0.143, -0.043, -0.049, -0.048, -0.072, 0.077, 0.083, 0.010, 0.088, 0.104, 0.106, 0.115, 0.104, 0.062, 0.093, 0.141, -0.003, 0.066, 0.069, 0.155, -0.181, -0.121, -0.029, 0.122, -0.133, -0.077, 0.085, 0.122, 0.088, 0.041, 0.083, -0.019, -0.070, -0.042, 0.065, 0.106, 0.077, -0.694, 0.043, -0.009, 0.088, 0.186, 0.076, 0.123, 0.032, 0.040, -0.017, 0.075, 0.066, -0.710, -0.607, -0.088, 0.087, 0.098, -0.049, 0.061, 0.062, 0.112, 0.089, -0.026, -0.768, -0.051, 0.066, 0.065, -0.178, 0.160, 0.097, 0.134, -0.052, 0.172, 0.102, 0.099, 0.059, 0.096, 0.121, 0.102, 0.107, 0.054, -0.615, 0.111, 0.098, 0.111, 0.071, -0.522, -0.048, 0.133, 0.107, -0.036, 0.099, 0.077, -0.067, -0.040, 0.086, 0.053, 0.043, 0.156, 0.055



# 2
The following is a DFT calculation (ωB97M-V/def2-TZVPD) of a cluster of 2 separate species, C4H9O in total in a non-equilibrium geometry.

- M: 73.1 g mol⁻¹
- Strongest force on any atom: 1.80 eV Å⁻¹
- Energy relative to the best compared isomer or geometry (same formula, charge and spin): 11.4 kcal per mole
- LUMO energy (spin up / spin down): 6.885 / 7.111 eV
- HOMO (spin up / spin down): 3.8 / 0.6 eV

```
! wB97M-V def2-TZVPD RIJCOSX def2/J DEFGRID3
* xyz -2 2
H -0.99 -0.76 -1.79
H -0.73 -0.71 1.84
H 1.95 1.56 -0.27
C 0.87 -0.02 0.70
H 2.27 1.41 1.44
C 0.14 -0.07 1.81
H 0.65 -0.77 -0.04
H -2.29 -0.32 -0.73
H 3.00 0.27 0.21
O -2.78 -1.76 -2.12
C -2.09 -0.61 -1.80
H 0.26 0.65 2.61
C 2.11 0.82 0.53
H -2.38 0.30 -2.37
*
```

Population analysis type Löwdin, resulting atomic charges in e: 0.015, 0.024, -0.007, -0.279, -0.058, -0.157, 0.067, 0.020, -0.032, -0.524, -0.514, -0.015, -0.554, 0.014



Question: The lowest M belongs to which entry?
Answer: C4H9O



Question: What is the formula in the first record?
Answer: C59H134N16O11